Entry 1:
A 2-piece molecular cluster, C4H13NOS overall at a distorted geometry, computed with the ωB97M-V functional and the def2-TZVPD basis.

Structure (XYZ):
```
20
Properties=species:S:1:pos:R:3:forces:R:3:lowdin_charge:R:1
C -1.437 1.846 -0.583 -1.340 1.527 0.679 -0.377
N -0.017 1.636 -0.646 1.907 -3.581 1.672 -0.125
C 0.693 1.735 0.699 -0.662 -1.029 -0.463 -0.266
C 0.430 0.456 1.767 3.527 1.013 -4.415 -0.505
S 2.079 -0.373 1.920 -0.427 2.082 3.020 0.500
C -2.414 0.745 -0.974 -0.720 -0.755 -0.128 -0.223
H -1.480 2.658 -1.293 -1.181 0.530 -0.259 0.081
H -1.837 2.276 0.386 1.042 -0.386 -0.657 0.111
H 0.118 0.606 -0.983 0.005 2.267 0.669 0.110
H 1.754 2.064 0.383 -1.458 -1.039 1.439 0.106
H 0.180 2.458 1.300 0.017 1.419 -0.319 0.058
H -0.376 -0.083 1.348 -0.518 -1.176 -0.566 0.026
H 0.160 0.697 2.723 -0.495 1.242 2.422 -0.004
H 2.035 -1.227 1.026 -0.440 -2.417 -2.704 -0.265
H -3.316 0.700 -0.234 1.704 -0.343 -1.385 0.078
H -1.912 -0.244 -1.174 -0.580 0.704 0.831 0.031
H -2.786 0.996 -1.972 -0.415 -0.100 0.138 0.035
H -1.525 -4.160 -3.772 -4.144 2.085 -2.737 -0.092
H -1.111 -5.213 -2.922 -1.455 -4.195 2.378 -0.076
O -0.835 -4.463 -3.309 5.632 2.150 0.385 -0.203
```
Positions in Å, forces in eV/Å.

Properties
- ΔE to the lowest compared entry with this formula, charge and spin (kJ/mol) = 289.9
- LUMO (alpha / beta) (eV) = 3.17 / 3.42
- ⟨S²⟩ = 0.75
- spin multiplicity = 2
- Kohn-Sham gap (alpha / beta) (eV) = 2.028 / 9.019
- molecular weight (g/mol) = 123.2
- net charge = -1



Entry 2:
One molecule with the formula C21H34N2O2S, computed with the ωB97M-V functional and the def2-TZVPD basis.

Structure (XYZ):
```
60
Properties=species:S:1:pos:R:3:forces:R:3:lowdin_charge:R:1
C -3.833 -1.200 2.010 -0.025 0.033 -0.110 -0.038
C -3.699 -0.036 1.018 -0.183 -0.003 0.111 -0.534
C -3.564 1.253 1.835 0.019 -0.208 -0.170 -0.066
C -4.971 0.087 0.167 0.069 -0.067 0.047 -0.037
C -2.501 -0.277 0.106 -0.184 -0.140 0.028 -0.086
C -1.439 0.609 0.073 0.210 -0.162 -0.278 0.016
C -0.346 0.403 -0.763 -0.368 -0.328 0.186 -0.251
C 0.734 1.393 -0.846 0.304 0.516 -0.311 -0.711
S 1.209 1.908 -2.347 0.119 0.044 -0.451 0.699
N 1.245 1.901 0.288 -0.275 -0.163 -0.131 -0.121
C 1.233 1.206 1.556 0.124 -0.457 0.392 -0.120
C 2.628 0.645 1.842 -0.360 0.100 0.185 -0.155
N 3.599 1.724 1.856 0.100 -0.024 -0.035 -0.177
C 4.915 1.295 2.287 -0.161 0.009 0.382 -0.188
C 4.942 0.916 3.773 0.388 0.331 -0.266 -0.250
O 4.477 -0.385 4.048 -0.107 -0.558 0.050 -0.082
C 3.623 2.378 0.560 -0.222 0.139 -0.040 -0.169
C 2.237 2.951 0.268 0.451 0.379 -0.220 -0.172
C -0.333 -0.701 -1.602 -0.023 0.105 0.245 -0.001
C -1.363 -1.626 -1.603 -0.036 -0.076 -0.007 -0.090
C -1.336 -2.824 -2.559 -0.004 0.006 -0.128 -0.519
C -0.009 -2.911 -3.325 -0.181 0.070 0.109 -0.068
C -2.443 -2.643 -3.614 0.126 -0.025 0.045 -0.034
C -1.509 -4.159 -1.790 0.125 0.092 0.014 -0.033
C -2.444 -1.408 -0.731 0.408 0.309 -0.042 -0.182
O -3.486 -2.283 -0.672 -0.041 -0.195 -0.124 0.037
H -4.021 -2.134 1.491 -0.003 -0.080 0.060 0.073
H -4.661 -1.013 2.690 -0.102 0.036 0.115 0.084
H -2.921 -1.302 2.595 0.080 -0.019 0.102 0.089
H -4.447 1.371 2.459 -0.075 -0.006 0.047 0.085
H -3.494 2.126 1.190 0.043 0.145 -0.036 0.087
H -2.696 1.219 2.490 0.117 0.058 0.081 0.083
H -5.826 0.298 0.805 -0.119 0.051 0.085 0.084
H -4.864 0.898 -0.550 -0.035 0.105 -0.075 0.092
H -5.166 -0.832 -0.375 -0.083 -0.004 -0.061 0.073
H -1.454 1.501 0.674 -0.043 0.085 0.138 0.112
H 0.509 0.392 1.536 0.088 0.136 0.039 0.118
H 0.963 1.918 2.342 -0.027 -0.079 0.012 0.134
H 2.627 0.157 2.817 -0.038 -0.037 -0.124 0.115
H 2.874 -0.108 1.069 0.006 -0.002 0.060 0.138
H 5.291 0.444 1.687 0.053 0.056 0.014 0.129
H 5.596 2.136 2.140 0.037 -0.051 -0.031 0.120
H 5.967 1.033 4.150 -0.103 0.057 -0.008 0.114
H 4.285 1.589 4.327 0.101 0.045 -0.053 0.124
H 5.030 -1.019 3.578 -0.036 0.058 0.067 0.091
H 4.352 3.190 0.585 -0.005 -0.011 -0.032 0.124
H 3.901 1.681 -0.250 -0.001 0.048 0.016 0.129
H 2.223 3.432 -0.710 -0.028 -0.048 0.200 0.063
H 1.977 3.677 1.045 0.021 -0.037 0.004 0.131
H 0.515 -0.810 -2.256 0.053 -0.037 -0.089 0.083
H 0.829 -3.035 -2.644 0.135 -0.003 0.035 0.093
H -0.039 -3.771 -3.991 -0.022 -0.079 -0.025 0.087
H 0.155 -2.028 -3.937 0.079 0.104 -0.046 0.086
H -2.234 -1.756 -4.209 -0.018 0.076 -0.063 0.095
H -3.432 -2.518 -3.179 -0.109 0.005 0.027 0.080
H -2.467 -3.504 -4.280 -0.025 -0.096 -0.079 0.089
H -0.803 -4.897 -2.164 -0.026 -0.098 -0.042 0.082
H -2.501 -4.593 -1.917 -0.131 -0.079 0.039 0.083
H -1.310 -4.033 -0.727 -0.023 -0.052 0.071 0.096
H -3.304 -3.034 -1.245 -0.034 0.027 0.074 0.066
```
Positions in Å, forces in eV/Å.

Properties
- ΔE to the lowest compared entry with this formula, charge and spin (kJ/mol) = 56.7
- LUMO (eV) = 0.59
- Kohn-Sham gap (eV) = 8.247
- molecular weight (g/mol) = 378.6



Entry 3:
A 2-piece molecular cluster, C4H11NO overall, computed with the ωB97M-V functional and the def2-TZVPD basis.

Structure (XYZ):
```
17
Properties=species:S:1:pos:R:3:forces:R:3:lowdin_charge:R:1
C 0.488 0.980 -1.337 0.690 0.626 0.107 0.004
C -0.567 0.397 -0.758 0.803 0.059 0.224 -0.434
C -1.952 0.401 -1.306 -0.142 0.550 0.647 -0.055
N -0.359 -0.263 0.464 -0.398 -0.019 0.061 -0.059
C -1.450 -0.713 1.311 0.355 0.419 0.438 -0.117
H 0.495 1.661 -2.178 -0.577 -0.375 -0.224 0.043
H 1.464 0.957 -0.844 -0.292 -0.200 0.048 0.047
H -2.568 1.061 -0.694 -0.071 0.145 0.120 0.079
H -2.414 -0.570 -1.180 -0.082 -0.331 -0.512 0.077
H -1.996 0.814 -2.306 0.076 -0.378 -0.241 0.080
H 0.373 0.143 1.019 0.247 0.000 -0.288 0.111
H -2.337 -0.086 1.220 -0.170 -0.119 -0.023 0.069
H -1.112 -0.619 2.351 -0.146 -0.128 -0.220 0.085
H -1.690 -1.754 1.146 -0.260 -0.262 -0.136 0.072
O 4.239 -0.778 1.295 0.213 -0.090 -0.338 -0.068
H 4.263 -1.229 0.440 -0.194 0.036 0.184 0.036
H 5.124 -0.402 1.358 -0.051 0.066 0.154 0.030
```
Positions in Å, forces in eV/Å.

Properties
- ΔE to the lowest compared entry with this formula, charge and spin (kJ/mol) = 147.6
- LUMO (eV) = 0.92
- Kohn-Sham gap (eV) = 8.559
- molecular weight (g/mol) = 89.1



Entry 4:
C44H55ClN5O2SbSi3Sn as an isolated structure, computed with the ωB97M-V functional and the def2-TZVPD basis.

Structure (XYZ):
```
112
Properties=species:S:1:pos:R:3:forces:R:3:lowdin_charge:R:1
Sn -0.420 -0.231 -0.555 0.149 -0.050 -0.043 1.374
C -3.687 0.126 0.059 0.017 -0.073 -0.030 -0.044
C -3.597 -0.753 -1.147 0.039 0.033 0.066 -0.317
C -4.780 -1.131 -1.775 -0.014 -0.005 0.032 0.005
C -4.732 -1.928 -2.893 -0.024 -0.012 -0.033 -0.015
C -3.487 -2.324 -3.364 0.003 -0.022 0.014 -0.123
C -2.330 -1.929 -2.711 0.011 0.019 0.090 -0.437
N -2.395 -1.152 -1.598 -0.054 0.102 -0.176 -0.079
Sb -0.575 -2.685 -3.753 -0.006 0.014 -0.014 1.561
C 0.495 -3.588 -2.134 0.077 -0.007 0.086 -0.462
C 1.033 -4.818 -2.483 0.047 0.003 0.007 -0.131
C 1.746 -5.539 -1.533 -0.005 -0.048 -0.098 -0.035
C 1.888 -4.996 -0.279 0.038 0.043 0.074 -0.008
C 1.319 -3.755 0.007 -0.031 0.052 -0.124 -0.317
C 1.495 -3.191 1.383 -0.027 -0.079 0.052 -0.017
N 0.622 -3.060 -0.904 0.047 -0.018 0.003 0.038
C 0.495 -0.843 -4.088 0.030 0.097 0.047 -0.486
C 0.429 -0.378 -5.395 -0.055 -0.014 0.008 -0.133
C 1.135 0.768 -5.734 0.001 0.033 -0.028 -0.037
C 1.921 1.368 -4.772 0.032 -0.002 -0.009 -0.005
C 1.974 0.822 -3.490 -0.043 -0.063 0.007 -0.321
C 2.929 1.371 -2.474 -0.037 0.033 0.019 -0.034
N 1.236 -0.244 -3.146 0.016 -0.031 0.013 0.024
H -4.450 0.886 -0.100 -0.006 0.010 0.001 0.095
H -2.753 0.637 0.290 -0.022 -0.010 -0.009 0.000
H -3.975 -0.456 0.937 -0.005 -0.020 -0.023 0.096
H -5.722 -0.785 -1.371 0.009 0.005 -0.006 0.132
H -5.638 -2.230 -3.401 0.007 -0.007 0.003 0.127
H -3.416 -2.942 -4.250 -0.002 -0.005 0.009 0.083
H 0.900 -5.213 -3.482 -0.006 -0.005 -0.006 0.085
H 2.181 -6.499 -1.777 -0.006 -0.001 -0.005 0.122
H 2.446 -5.512 0.492 -0.005 0.001 -0.002 0.128
H 2.502 -3.396 1.747 -0.004 -0.021 0.005 0.096
H 0.797 -3.663 2.079 -0.033 0.032 -0.003 0.089
H 1.337 -2.119 1.390 -0.008 0.111 -0.001 0.044
H -0.160 -0.901 -6.138 0.012 -0.005 0.002 0.091
H 1.090 1.168 -6.739 0.000 -0.003 0.008 0.121
H 2.518 2.240 -5.007 -0.010 -0.004 0.003 0.124
H 3.150 2.421 -2.659 -0.012 0.001 -0.002 0.087
H 3.869 0.820 -2.530 0.036 -0.029 0.007 0.096
H 2.544 1.258 -1.463 -0.031 0.011 0.025 0.044
C 3.643 2.391 3.181 -0.007 0.021 0.030 -0.125
Si 2.346 1.094 2.939 0.040 0.010 -0.027 0.503
C 0.803 2.171 2.512 -0.257 0.415 0.034 -0.140
C 1.883 0.027 4.379 -0.050 -0.015 0.025 -0.145
C -0.846 1.920 1.290 0.352 0.212 0.686 -0.371
Si -2.196 2.256 2.609 -0.163 -0.005 -0.213 0.442
C -2.780 0.782 3.600 -0.009 0.026 0.027 -0.167
C -1.706 3.517 3.909 -0.036 0.026 0.073 -0.171
C -3.685 2.921 1.657 -0.023 0.027 0.027 -0.170
Si -0.602 3.407 0.164 -0.045 -0.150 -0.103 0.475
C -1.118 5.068 0.834 0.016 0.029 0.023 -0.161
C 1.121 3.634 -0.549 0.033 -0.038 0.042 -0.135
C -1.656 2.976 -1.354 0.012 0.032 -0.035 -0.306
C -2.442 3.922 -2.005 0.008 -0.011 0.004 -0.046
C -3.011 3.632 -3.236 0.005 -0.024 -0.019 -0.025
C -2.749 2.399 -3.809 0.005 0.020 -0.008 -0.025
C -1.972 1.498 -3.104 0.000 0.012 0.039 -0.138
N -1.457 1.753 -1.897 -0.065 0.021 -0.014 -0.034
H 4.490 2.003 3.744 -0.004 -0.006 -0.008 0.051
H 3.240 3.255 3.715 0.006 -0.012 -0.008 0.052
H 4.008 2.739 2.211 -0.005 0.018 0.019 0.054
H 0.253 2.353 3.430 0.187 -0.024 -0.064 0.030
H 0.200 1.411 1.726 -0.067 -0.587 -0.450 -0.047
H 1.119 3.115 2.088 0.109 0.058 0.013 0.048
H 2.645 0.116 5.154 -0.009 -0.013 -0.011 0.060
H 1.848 -1.027 4.092 -0.019 0.037 0.014 0.032
H 0.918 0.298 4.811 0.041 0.005 0.012 0.017
H -2.024 0.371 4.272 -0.027 0.024 -0.017 0.006
H -3.199 -0.027 3.000 0.026 0.006 0.024 0.020
H -3.585 1.166 4.235 0.007 -0.039 0.009 0.057
H -1.104 3.075 4.707 -0.041 0.050 0.023 0.040
H -2.630 3.862 4.381 0.010 0.011 -0.007 0.054
H -1.184 4.396 3.531 -0.003 -0.020 -0.008 0.031
H -3.537 3.032 0.582 -0.009 0.000 0.039 0.012
H -3.967 3.899 2.051 0.004 -0.015 -0.005 0.046
H -4.540 2.260 1.810 -0.017 0.020 -0.012 0.040
H -0.399 5.404 1.586 -0.022 0.002 0.002 0.046
H -2.114 5.115 1.271 0.018 -0.013 -0.024 0.030
H -1.066 5.797 0.019 -0.002 0.007 0.016 0.048
H 1.935 3.137 -0.022 -0.005 -0.038 0.058 0.029
H 1.342 4.704 -0.558 0.035 -0.023 -0.017 0.053
H 1.142 3.289 -1.582 0.006 -0.017 -0.037 0.024
H -2.599 4.891 -1.550 -0.002 -0.012 0.008 0.109
H -3.626 4.362 -3.747 0.003 -0.010 0.005 0.123
H -3.136 2.132 -4.782 0.004 0.007 0.008 0.118
H -1.746 0.533 -3.534 -0.015 -0.075 0.009 0.081
Cl -0.834 -2.029 5.152 -0.064 -0.087 0.035 0.777
C -1.295 -2.414 3.540 0.000 0.004 0.039 -0.635
C -1.938 -3.603 3.248 -0.014 -0.026 -0.013 -0.048
C -2.270 -3.858 1.925 0.018 0.004 0.032 -0.013
C -1.959 -2.917 0.961 0.012 -0.005 -0.011 -0.135
N -1.353 -1.761 1.254 -0.087 0.020 -0.083 -0.039
C -1.017 -1.522 2.518 0.038 0.088 0.024 -0.215
H -2.164 -4.310 4.035 -0.002 0.002 -0.003 0.127
H -2.762 -4.779 1.645 0.000 0.010 -0.001 0.123
H -2.186 -3.096 -0.081 -0.012 0.010 0.021 0.102
H -0.505 -0.590 2.732 -0.033 -0.040 -0.024 0.091
O 4.216 -0.492 2.787 0.136 0.034 0.012 0.092
C 3.688 -0.571 1.698 -0.244 -0.155 -0.032 -0.474
O 2.578 0.183 1.491 0.165 -0.045 -0.114 -0.101
C 4.145 -1.461 0.612 0.041 0.146 -0.030 -0.149
C 5.215 -2.314 0.880 0.030 0.007 0.010 0.002
C 5.681 -3.162 -0.110 -0.001 0.005 0.023 -0.046
C 5.090 -3.151 -1.368 -0.011 -0.007 -0.021 -0.053
C 4.024 -2.303 -1.635 -0.007 0.001 -0.008 -0.065
C 3.547 -1.462 -0.643 -0.013 -0.040 0.050 -0.049
H 5.672 -2.297 1.861 -0.004 0.003 -0.013 0.129
H 6.511 -3.825 0.094 0.000 0.008 0.000 0.115
H 5.466 -3.807 -2.143 -0.005 0.007 0.004 0.115
H 3.561 -2.299 -2.614 -0.020 0.010 0.004 0.107
H 2.705 -0.818 -0.839 -0.071 0.036 -0.052 0.055
```
Positions in Å, forces in eV/Å.

Properties
- ΔE to the lowest compared entry with this formula, charge and spin (kJ/mol) = 19.2
- LUMO (eV) = -4.82
- Kohn-Sham gap (eV) = 8.180
- molecular weight (g/mol) = 1046.1
- net charge = +2